Entry 1:
Here is a 9-piece molecular cluster, C24H47N4O5S4 overall in a non-equilibrium geometry from the Open Molecules 2025 dataset. Energies are from ωB97M-V/def2-TZVPD.

Last column: Mulliken charge in e.
Positions of all 84 atoms, in Å:
1 C -1.018 1.001 2.075  -1.269
2 C -0.370 1.170 0.694  1.340
3 O -0.761 0.236 -0.254  -0.209
4 H -0.562 1.635 2.844  0.463
5 H -0.929 -0.011 2.485  0.059
6 H -2.075 1.267 2.045  0.279
7 H 0.729 1.178 0.843  -1.134
8 H -0.664 2.169 0.318  -0.049
9 C -3.911 -0.445 1.218  -0.180
10 S -4.342 -0.885 2.959  0.491
11 O -5.835 -0.627 2.899  -0.689
12 C -4.091 -2.663 2.695  -0.593
13 H -4.691 -0.861 0.581  0.645
14 H -2.987 -0.942 0.920  -0.490
15 H -3.864 0.633 1.125  0.121
16 H -5.014 -3.094 2.315  0.312
17 H -3.821 -3.140 3.638  0.344
18 H -3.246 -2.809 2.025  -0.002
19 C 4.067 1.584 5.100  -0.949
20 S 2.987 0.195 4.627  0.594
21 O 2.348 -0.234 5.937  -0.695
22 C 1.791 1.186 3.668  -0.879
23 H 4.853 1.174 5.734  0.355
24 H 3.464 2.262 5.706  0.296
25 H 4.552 2.125 4.290  0.288
26 H 0.902 0.565 3.578  0.107
27 H 2.185 1.293 2.657  0.133
28 H 1.616 2.161 4.114  0.616
29 C 3.660 -3.442 -2.781  -1.131
30 S 2.490 -2.843 -1.487  0.588
31 O 3.492 -2.009 -0.710  -0.653
32 C 1.531 -1.532 -2.321  -1.005
33 H 4.174 -4.279 -2.314  0.377
34 H 4.399 -2.719 -3.113  0.315
35 H 3.043 -3.770 -3.623  0.360
36 H 1.050 -1.951 -3.219  0.631
37 H 2.221 -0.821 -2.771  0.516
38 H 0.683 -1.155 -1.746  0.007
39 C 5.539 3.124 -0.160  -1.019
40 S 4.152 2.506 0.850  0.566
41 O 4.805 1.629 1.883  -0.611
42 C 3.541 1.394 -0.473  -0.621
43 H 6.269 3.460 0.578  0.358
44 H 5.383 3.923 -0.887  0.367
45 H 6.017 2.326 -0.733  0.316
46 H 3.330 2.030 -1.334  0.411
47 H 2.660 0.803 -0.235  -0.229
48 H 4.384 0.726 -0.646  0.424
49 C 0.870 -1.870 1.694  1.085
50 C 1.763 -3.014 1.885  -0.251
51 N 2.450 -3.921 2.051  -0.614
52 H -0.149 -2.260 1.704  -0.078
53 H 1.143 -1.409 0.748  -0.249
54 H 0.912 -1.220 2.564  0.043
55 N 0.143 1.744 -2.604  0.877
56 C 0.405 1.154 -3.793  -0.659
57 C 0.402 2.092 -4.805  -0.589
58 C 0.288 3.348 -4.152  -0.749
59 C 0.165 3.104 -2.814  -0.482
60 H -0.048 1.338 -1.682  -0.160
61 H 0.411 0.086 -3.929  0.347
62 H 0.522 1.848 -5.848  0.432
63 H 0.182 4.335 -4.575  0.386
64 H 0.021 3.808 -2.010  0.433
65 N -1.600 -2.500 -0.760  1.178
66 C -0.944 -3.687 -0.685  -0.614
67 C -1.743 -4.647 -1.278  -0.924
68 C -2.929 -4.022 -1.652  -0.805
69 C -2.808 -2.678 -1.365  -0.335
70 H -1.272 -1.596 -0.411  -0.286
71 H 0.066 -3.711 -0.313  0.550
72 H -1.482 -5.693 -1.332  0.451
73 H -3.782 -4.522 -2.085  0.427
74 H -3.473 -1.833 -1.450  0.321
75 N -3.468 1.461 -1.501  0.446
76 C -3.533 2.661 -0.844  -0.395
77 C -4.706 3.276 -1.037  -0.527
78 C -5.488 2.389 -1.859  -0.448
79 C -4.694 1.299 -2.123  -0.639
80 H -2.646 0.888 -1.622  0.100
81 H -2.670 2.982 -0.275  0.205
82 H -5.064 4.214 -0.651  0.435
83 H -6.494 2.658 -2.139  0.408
84 H -4.887 0.377 -2.646  0.404

Its net charge is -1. As for the max |F|: 2.9 eV Å⁻¹. Its frontier orbital gap is 0.2885 Ha. Its relative energy (zero: lowest compared OMol25 entry of this formula, charge and spin) is 38.51 kJ/mol. The value obtained for the total energy is -85185.9440 eV. For the HOMO energy, the calculation gives -0.2095 Eh. The lowest unoccupied orbital energy comes out at 2.150 eV.

=====

Entry 2:
Here is C24H47OReSi4 as an isolated structure in a non-equilibrium geometry from the Open Molecules 2025 dataset. Energies are from ωB97M-V/def2-TZVPD.

Last column: Mulliken charge in e.
Positions of all 77 atoms, in Å:
1 Re 0.024 2.364 0.516  3.747
2 C -0.735 1.053 2.045  -0.497
3 C 0.652 0.653 2.022  -0.058
4 C 1.447 1.758 2.421  -1.102
5 H 1.051 -0.331 1.775  -0.024
6 C 0.579 2.861 2.732  -0.489
7 C -0.781 2.433 2.503  -1.176
8 H -1.674 3.025 2.724  0.570
9 H -1.592 0.400 1.868  0.785
10 H 2.523 1.704 2.574  0.403
11 H 0.874 3.836 3.126  0.525
12 C -1.332 1.599 -0.963  0.957
13 C -2.026 2.436 -0.027  -1.146
14 C -1.466 3.747 -0.086  -0.743
15 H -2.913 2.161 0.528  0.553
16 C -0.439 3.738 -1.096  0.391
17 C -0.361 2.407 -1.652  -0.817
18 H 0.287 2.099 -2.484  0.449
19 H -1.603 0.596 -1.269  -0.197
20 H -1.796 4.655 0.411  0.298
21 H 0.074 4.616 -1.478  0.423
22 O 2.019 3.226 -0.080  0.622
23 C 3.030 4.414 -0.201  1.691
24 C 4.223 3.481 -0.385  -2.382
25 C 2.694 5.067 1.070  -2.208
26 C 2.788 5.196 -1.460  -3.111
27 C 3.160 2.405 -0.697  -0.343
28 H 4.732 3.213 0.525  0.488
29 H 5.012 3.656 -1.104  0.312
30 H 2.906 2.316 -1.789  0.298
31 H 3.273 1.370 -0.208  -0.689
32 H 3.296 5.890 1.435  0.306
33 H 2.664 4.327 1.852  0.043
34 H 1.662 5.389 0.883  0.338
35 H 3.613 5.820 -1.830  0.388
36 H 1.911 5.823 -1.356  0.291
37 H 2.594 4.455 -2.222  0.352
38 C -4.089 -1.126 -0.728  -1.203
39 Si -2.753 -2.257 -1.427  0.465
40 C -3.310 -4.046 -1.453  -1.177
41 C -2.256 -1.752 -3.172  -1.236
42 Si -1.034 -1.974 0.096  0.427
43 Si -1.274 -3.442 1.839  0.797
44 C -1.107 -5.217 1.247  -1.049
45 C 0.035 -3.084 3.142  -1.197
46 C -3.011 -3.110 2.485  -1.180
47 Si 1.017 -2.332 -1.018  0.394
48 C 0.953 -4.020 -1.852  -1.002
49 C 1.280 -0.988 -2.314  -0.363
50 C 2.434 -2.332 0.221  -1.353
51 H -5.013 -1.338 -1.285  0.451
52 H -3.838 -0.066 -0.856  0.261
53 H -4.274 -1.308 0.339  0.277
54 H -4.187 -4.093 -2.114  0.410
55 H -2.534 -4.707 -1.861  0.282
56 H -3.600 -4.418 -0.463  0.251
57 H -2.115 -0.669 -3.274  0.312
58 H -1.344 -2.253 -3.522  0.220
59 H -3.083 -2.051 -3.834  0.441
60 H -0.071 -5.454 0.968  0.256
61 H -1.391 -5.841 2.107  0.375
62 H -1.763 -5.461 0.402  0.279
63 H -0.085 -2.080 3.570  0.235
64 H -0.116 -3.829 3.938  0.389
65 H 1.062 -3.183 2.769  0.332
66 H -3.112 -2.081 2.860  0.306
67 H -3.788 -3.281 1.727  0.237
68 H -3.167 -3.809 3.321  0.421
69 H 0.122 -4.108 -2.562  0.200
70 H 1.879 -4.190 -2.418  0.395
71 H 0.863 -4.838 -1.128  0.240
72 H 1.424 0.003 -1.866  -0.702
73 H 2.181 -1.200 -2.910  0.543
74 H 0.446 -0.918 -3.022  0.174
75 H 2.652 -1.325 0.599  0.252
76 H 2.241 -2.983 1.080  0.222
77 H 3.354 -2.702 -0.253  0.369

Its net charge is -1. As for the max |F|: 4.9 eV Å⁻¹. Its frontier orbital gap (alpha / beta) is 0.0544 / 0.2014 Ha. The value obtained for the total energy is -61334.8312 eV. Its expectation value of S² is 3.76. Its spin multiplicity is 4. For the HOMO energy (alpha / beta), the calculation gives 0.0326 / -0.1495 Eh. The lowest unoccupied orbital energy (alpha / beta) comes out at 2.368 / 1.414 eV.

=====

Entry 3:
Here is C24H48AsBr2F6NaO6 as an isolated structure in a non-equilibrium geometry from the Open Molecules 2025 dataset. Energies are from ωB97M-V/def2-TZVPD.

Last column: Mulliken charge in e.
Positions of all 88 atoms, in Å:
1 Na -0.719 -0.624 0.201  0.827
2 Br 1.122 1.728 -0.061  -0.765
3 Br 1.439 -2.776 1.355  -0.891
4 As -2.212 -4.480 1.188  2.026
5 F -1.693 -2.753 1.042  -0.302
6 F -3.691 -4.079 0.228  -0.536
7 F -2.679 -6.181 1.291  -0.514
8 F -0.708 -4.839 2.141  -0.493
9 F -3.095 -4.076 2.705  -0.525
10 F -1.247 -4.814 -0.313  -0.502
11 C 4.404 -0.592 4.760  -0.633
12 C 4.676 -1.663 5.778  -0.555
13 C 3.307 -2.385 5.819  -0.467
14 O 3.003 -2.324 4.381  -0.322
15 C 3.474 -1.180 3.733  -0.071
16 H 5.297 -0.166 4.301  0.367
17 H 3.873 0.184 5.311  0.222
18 H 5.049 -1.339 6.749  0.357
19 H 5.389 -2.374 5.362  0.257
20 H 2.528 -1.837 6.349  0.243
21 H 3.398 -3.385 6.244  0.271
22 H 2.774 -0.427 3.370  0.042
23 H 4.103 -1.506 2.905  0.238
24 C -2.162 -0.025 4.810  -0.692
25 C -0.835 0.628 4.600  -0.388
26 C -0.709 0.848 3.107  -0.246
27 O -1.350 -0.317 2.600  0.012
28 C -2.418 -0.740 3.503  -0.296
29 H -2.932 0.745 4.863  0.247
30 H -2.128 -0.689 5.674  0.322
31 H -0.123 -0.143 4.896  0.090
32 H -0.681 1.566 5.133  0.364
33 H 0.322 1.059 2.825  0.042
34 H -1.225 1.740 2.752  0.161
35 H -2.321 -1.823 3.575  0.161
36 H -3.416 -0.629 3.078  0.163
37 C -0.808 2.977 -4.334  -0.521
38 C -1.056 4.391 -3.779  -0.535
39 C 0.302 4.722 -3.207  -0.656
40 O 0.876 3.488 -2.740  -0.337
41 C 0.098 2.408 -3.299  1.130
42 H -0.325 3.023 -5.310  0.348
43 H -1.665 2.313 -4.441  0.272
44 H -1.794 4.410 -2.977  0.180
45 H -1.320 5.074 -4.586  0.379
46 H 0.299 5.503 -2.447  0.316
47 H 0.874 5.179 -4.014  0.307
48 H -0.447 1.954 -2.471  -0.342
49 H 0.802 1.760 -3.820  -0.634
50 C 4.025 -0.466 -2.249  0.030
51 C 3.932 0.100 -3.649  -0.189
52 C 3.918 1.597 -3.469  -0.389
53 O 3.667 1.866 -2.125  -0.289
54 C 4.280 0.788 -1.447  -0.629
55 H 4.776 -1.246 -2.133  0.381
56 H 3.087 -0.948 -1.974  -0.306
57 H 3.053 -0.319 -4.138  -0.061
58 H 4.736 -0.242 -4.301  0.335
59 H 3.062 1.945 -4.047  0.123
60 H 4.871 2.053 -3.737  0.320
61 H 3.832 0.657 -0.462  0.325
62 H 5.347 0.964 -1.305  0.264
63 C -5.146 0.805 0.380  -0.832
64 C -4.288 1.919 0.963  -0.243
65 C -3.074 1.793 0.056  -0.626
66 O -2.932 0.396 -0.206  -0.008
67 C -4.176 -0.279 -0.193  -0.411
68 H -5.778 1.212 -0.410  0.331
69 H -5.832 0.436 1.143  0.388
70 H -4.144 1.659 2.012  0.078
71 H -4.774 2.888 0.848  0.324
72 H -2.120 2.190 0.403  0.287
73 H -3.220 2.217 -0.937  0.271
74 H -4.149 -1.141 0.473  0.114
75 H -4.479 -0.599 -1.190  0.260
76 C -1.653 -1.340 -4.399  -0.678
77 C -0.155 -1.244 -4.408  -0.190
78 C 0.167 -1.748 -2.993  0.078
79 O -0.797 -1.101 -2.176  0.059
80 C -2.018 -1.089 -2.917  -0.272
81 H -2.012 -2.335 -4.660  0.278
82 H -2.122 -0.564 -5.004  0.281
83 H 0.164 -0.215 -4.576  -0.164
84 H 0.290 -1.897 -5.159  0.484
85 H 1.151 -1.484 -2.605  -0.515
86 H 0.094 -2.835 -2.964  0.355
87 H -2.500 -0.125 -2.753  -0.006
88 H -2.739 -1.807 -2.524  0.325

Its net charge is -2. As for the max |F|: 3.1 eV Å⁻¹. Its frontier orbital gap is 0.1630 Ha. The value obtained for the total energy is -259601.2259 eV. For the HOMO energy, the calculation gives -0.0324 Eh. The lowest unoccupied orbital energy comes out at 3.555 eV.

=====

Entry 4:
Here is C24H48Br2NiO12S5 as an isolated structure in a non-equilibrium geometry from the Open Molecules 2025 dataset. Energies are from ωB97M-V/def2-TZVPD.

Last column: Mulliken charge in e.
Positions of all 92 atoms, in Å:
1 Ni 2.863 4.983 -3.631  0.737
2 O 1.889 3.186 -0.549  -0.360
3 C 0.914 2.151 -0.342  -0.240
4 C 0.653 1.280 -1.754  -0.371
5 O 0.915 1.859 -3.027  -0.717
6 H -0.021 2.462 0.125  0.262
7 H 1.310 1.459 0.400  0.222
8 H -0.409 1.045 -1.692  0.206
9 H 1.026 0.257 -1.717  0.260
10 C -4.271 0.448 5.285  -0.549
11 C -5.328 0.479 4.162  -0.569
12 C -6.524 -0.310 4.855  -0.760
13 S -6.622 0.199 6.669  1.035
14 O -6.670 -0.938 7.528  -0.612
15 O -7.612 1.277 6.899  -0.638
16 C -4.884 0.815 6.612  -0.702
17 H -3.586 1.262 5.046  0.273
18 H -3.751 -0.510 5.279  0.328
19 H -4.911 0.017 3.268  0.317
20 H -5.618 1.488 3.869  0.326
21 H -6.162 -1.334 4.938  0.354
22 H -7.481 -0.269 4.336  0.440
23 H -4.385 0.607 7.559  0.428
24 H -5.088 1.880 6.720  0.329
25 C -5.318 6.200 -2.937  -0.528
26 C -4.858 6.122 -1.518  -0.606
27 C -3.735 7.216 -1.296  -0.723
28 S -2.922 7.511 -2.956  1.046
29 O -1.566 6.941 -3.006  -0.611
30 O -3.094 8.915 -3.284  -0.622
31 C -4.103 6.363 -3.865  -0.729
32 H -5.972 7.066 -3.032  0.308
33 H -5.890 5.290 -3.122  0.316
34 H -4.250 5.221 -1.435  0.289
35 H -5.638 6.141 -0.757  0.345
36 H -2.905 6.997 -0.626  0.396
37 H -4.087 8.203 -0.996  0.351
38 H -3.609 5.393 -3.911  0.355
39 H -4.216 6.706 -4.894  0.414
40 C 8.273 1.628 0.121  -0.638
41 C 7.741 0.223 -0.311  -0.637
42 C 7.576 0.122 -1.820  -0.576
43 S 8.200 1.742 -2.610  0.972
44 O 7.054 2.680 -2.752  -0.603
45 O 9.059 1.484 -3.795  -0.622
46 C 9.103 2.204 -1.036  -0.670
47 H 8.768 1.665 1.091  0.376
48 H 7.347 2.198 0.196  0.319
49 H 6.827 -0.027 0.228  0.303
50 H 8.469 -0.529 -0.006  0.291
51 H 6.560 -0.085 -2.158  0.404
52 H 8.246 -0.657 -2.183  0.320
53 H 9.218 3.279 -0.893  0.410
54 H 10.013 1.612 -0.946  0.350
55 C 0.041 -5.960 -6.731  -0.588
56 C -1.236 -5.589 -5.951  -0.533
57 C -2.345 -6.512 -6.653  -0.657
58 S -1.806 -6.858 -8.442  1.001
59 O -2.589 -6.204 -9.497  -0.618
60 O -1.413 -8.311 -8.569  -0.620
61 C -0.251 -5.839 -8.225  -0.701
62 H 0.499 -6.936 -6.568  0.312
63 H 0.808 -5.236 -6.454  0.339
64 H -1.410 -4.514 -6.009  0.301
65 H -1.259 -5.843 -4.891  0.291
66 H -3.290 -6.003 -6.842  0.340
67 H -2.632 -7.376 -6.055  0.384
68 H -0.474 -4.792 -8.428  0.330
69 H 0.484 -6.151 -8.967  0.420
70 C 2.595 -6.480 2.565  -0.636
71 C 2.566 -7.414 3.766  -0.555
72 C 1.135 -7.987 3.782  -0.627
73 S 0.081 -7.061 2.582  1.064
74 O -1.072 -6.529 3.337  -0.658
75 O -0.219 -7.840 1.389  -0.621
76 C 1.318 -5.721 2.258  -0.649
77 H 2.812 -7.059 1.667  0.321
78 H 3.296 -5.668 2.759  0.360
79 H 2.766 -6.754 4.611  0.266
80 H 3.375 -8.144 3.750  0.311
81 H 0.590 -7.949 4.726  0.374
82 H 0.981 -8.951 3.299  0.337
83 H 1.297 -4.880 2.951  0.319
84 H 1.028 -5.385 1.263  0.395
85 Br -0.114 8.723 5.181  -0.161
86 C 0.406 6.808 5.421  -0.547
87 C 1.491 6.747 6.453  -0.609
88 Br 2.335 4.892 6.512  -0.178
89 H 0.745 6.584 4.410  0.341
90 H -0.462 6.160 5.538  0.391
91 H 1.133 6.909 7.469  0.368
92 H 2.253 7.503 6.266  0.395

Its net charge is 0. As for the max |F|: 3.6 eV Å⁻¹. Its frontier orbital gap (alpha / beta) is 0.1478 / 0.1507 Ha. Its relative energy (zero: lowest compared OMol25 entry of this formula, charge and spin) is 1043.56 kJ/mol. The value obtained for the total energy is -285526.1047 eV. Its expectation value of S² is 2.03. Its spin multiplicity is 3. For the HOMO energy (alpha / beta), the calculation gives -0.2503 / -0.2506 Eh. The lowest unoccupied orbital energy (alpha / beta) comes out at -2.789 / -2.717 eV.

=====

Among the records above, which one has the lowest max |F|? C24H47N4O5S4

=====

The lowest max |F| belongs to which entry? C24H47N4O5S4

=====

Look up the max |F| of the second one. 4.9 eV Å⁻¹